Record 1
# C5H11NO

3 unconnected molecules or ions with the total composition C5H11NO (wB97M-V/def2-TZVPD, the Open Molecules 2025 dataset).

## Properties
LUMO energy   0.15 eV
Orbital gap   9.7 eV
SMILES string   C=NC(C)=O.[H][H].C=C
Energy above the lowest of the compared OMol25 structures with the same formula, charge and spin   407.7 kJ/mol

XYZ file:
```
18
C5H11NO wB97M-V/def2-TZVPD
C -0.28 0.39 1.55
N 0.58 -0.42 1.04
C 1.47 0.20 0.10
C 2.59 -0.70 -0.36
O 1.34 1.33 -0.30
H -0.16 1.47 1.48
H -1.02 0.00 2.24
H 2.63 -0.70 -1.46
H 2.47 -1.72 0.01
H 3.54 -0.29 0.00
H -0.75 -1.29 -0.73
H -0.23 -1.36 -0.18
C -2.01 0.02 -1.01
C -1.97 0.95 -0.05
H -2.70 -0.82 -0.99
H -1.44 0.15 -1.93
H -1.40 1.86 -0.20
H -2.66 0.91 0.79
```

***

Record 2
# C12H26NO6

3 unconnected molecules or ions with the total composition C12H26NO6 (wB97M-V/def2-TZVPD, the Open Molecules 2025 dataset).

## Properties
LUMO energy   2.61 eV
Orbital gap   6.5 eV
Net charge   -1

XYZ file:
```
45
C12H26NO6 wB97M-V/def2-TZVPD
O -4.05 0.80 -1.25
C -2.92 1.03 -1.75
O -2.09 1.91 -1.42
C -2.44 0.00 -2.79
N -2.03 -1.22 -2.07
C -0.63 -1.16 -1.73
C -0.21 -1.98 -0.51
C -1.12 -3.18 -0.15
C -1.38 -3.15 1.32
O -2.49 -3.15 1.81
O -0.26 -3.09 2.12
H -1.60 0.39 -3.35
H -3.26 -0.22 -3.46
H -2.60 -1.24 -1.23
H 0.01 -1.41 -2.57
H -0.39 -0.12 -1.50
H -0.08 -1.33 0.34
H 0.77 -2.38 -0.71
H -0.60 -4.10 -0.35
H -2.09 -3.15 -0.61
H -0.03 -2.16 2.25
C 3.04 0.92 -2.94
C 2.74 0.64 -1.48
C 3.43 1.64 -0.57
O 3.14 -0.69 -1.14
H 4.11 0.84 -3.14
H 2.53 0.19 -3.58
H 2.71 1.92 -3.23
H 1.66 0.68 -1.31
H 4.51 1.59 -0.68
H 3.20 1.43 0.48
H 3.11 2.66 -0.79
H 4.09 -0.75 -1.26
C -0.19 2.57 2.60
C -0.93 1.24 2.65
C -1.54 0.98 4.02
O -0.04 0.18 2.29
H 0.63 2.58 3.32
H 0.23 2.74 1.61
H -0.86 3.40 2.84
H -1.71 1.24 1.89
H -0.75 0.94 4.78
H -2.06 0.02 4.02
H -2.24 1.76 4.29
H 0.68 0.16 2.93
```

***

Record 3
# C15H16N4O2

A single C15H16N4O2 molecule (wB97M-V/def2-TZVPD, the Open Molecules 2025 dataset).

## Properties
LUMO energy   0.28 eV
Orbital gap   8.8 eV
SMILES string   O=C(CCCC(=O)Nc1cccnc1)Nc1cccnc1
Energy above the lowest of the compared OMol25 structures with the same formula, charge and spin   0.0 kJ/mol

XYZ file:
```
37
C15H16N4O2 wB97M-V/def2-TZVPD
O -3.17 -2.29 0.73
C -2.20 -1.57 0.78
C -0.80 -2.12 1.07
C -0.11 -2.58 -0.22
C 0.15 -1.43 -1.21
C 1.01 -0.36 -0.57
O 0.53 0.58 0.04
N 2.34 -0.58 -0.71
C 3.41 0.18 -0.22
C 4.70 -0.26 -0.48
C 5.77 0.48 0.00
C 5.51 1.63 0.73
N 4.28 2.05 0.98
C 3.26 1.35 0.52
N -2.20 -0.23 0.56
C -3.27 0.60 0.26
C -3.01 1.94 0.00
C -4.06 2.79 -0.30
C -5.34 2.26 -0.33
N -5.60 0.99 -0.09
C -4.60 0.17 0.20
H -0.20 -1.38 1.58
H -0.93 -2.99 1.72
H 0.84 -3.06 0.04
H -0.74 -3.33 -0.71
H -0.80 -0.99 -1.51
H 0.64 -1.83 -2.11
H 2.62 -1.40 -1.24
H 4.87 -1.16 -1.06
H 6.79 0.16 -0.19
H 6.30 2.24 1.12
H 2.28 1.74 0.76
H -1.29 0.24 0.55
H -1.99 2.31 0.03
H -3.89 3.84 -0.51
H -6.20 2.88 -0.56
H -4.86 -0.86 0.39
```

***

Record 4
# C21H19ClN4O

A single C21H19ClN4O molecule (wB97M-V/def2-TZVPD, the Open Molecules 2025 dataset).

## Properties
LUMO energy   0.46 eV
Orbital gap   8.5 eV
SMILES string   Clc1cccc(-c2cc3nc4c(c(NCc5ccco5)n3n2)CCCC4)c1

XYZ file:
```
46
C21H19ClN4O wB97M-V/def2-TZVPD
Cl -1.13 3.69 -6.27
C -0.50 3.57 -4.66
C 0.08 4.69 -4.08
C 0.59 4.59 -2.80
C 0.52 3.39 -2.11
C -0.07 2.27 -2.69
C -0.15 1.03 -1.95
C -0.92 -0.11 -2.23
C -0.65 -1.00 -1.20
N -1.11 -2.22 -0.90
C -0.64 -2.78 0.18
C 0.31 -2.19 1.04
C 0.76 -0.92 0.75
N 1.69 -0.18 1.46
C 1.28 0.29 2.79
C 0.20 1.31 2.66
C -1.14 1.18 2.47
C -1.64 2.48 2.27
C -0.57 3.31 2.34
O 0.55 2.61 2.58
N 0.26 -0.35 -0.39
N 0.56 0.86 -0.83
C 0.83 -3.03 2.16
C 1.19 -4.41 1.58
C -0.01 -5.10 0.92
C -1.15 -4.13 0.58
C -0.58 2.37 -3.98
H 0.14 5.62 -4.63
H 1.05 5.45 -2.34
H 0.91 3.31 -1.10
H -1.59 -0.27 -3.05
H 1.98 0.61 0.89
H 2.16 0.73 3.27
H 0.93 -0.56 3.37
H -1.70 0.26 2.48
H -2.66 2.76 2.09
H -0.47 4.37 2.25
H 0.07 -3.15 2.94
H 1.72 -2.58 2.60
H 1.98 -4.25 0.83
H 1.61 -5.04 2.36
H -0.40 -5.87 1.58
H 0.32 -5.60 0.01
H -1.77 -4.53 -0.22
H -1.78 -3.99 1.46
H -1.03 1.52 -4.46
```

***

Record 5
# C13H34NO6P

3 unconnected molecules or ions with the total composition C13H34NO6P (wB97M-V/def2-TZVPD, the Open Molecules 2025 dataset).

## Properties
LUMO energy   0.75 eV
Orbital gap   9.1 eV
SMILES string   COCCOCCOC.COCCOCCOC.CPN

XYZ file:
```
55
C13H34NO6P wB97M-V/def2-TZVPD
C 2.76 -0.49 -5.75
O 1.43 -0.66 -5.28
C 1.38 -1.14 -3.93
C 0.07 -0.70 -3.26
O 0.05 0.68 -2.88
C -0.01 1.63 -3.95
C -1.36 1.68 -4.66
O -1.53 0.54 -5.51
C -2.88 0.11 -5.58
H 3.24 -1.46 -5.87
H 2.71 0.02 -6.71
H 3.33 0.13 -5.06
H 2.22 -0.76 -3.35
H 1.43 -2.23 -3.97
H -0.03 -1.27 -2.33
H -0.80 -0.96 -3.86
H 0.82 1.48 -4.65
H 0.16 2.61 -3.48
H -1.41 2.57 -5.30
H -2.16 1.73 -3.91
H -3.28 -0.08 -4.57
H -2.91 -0.83 -6.13
H -3.49 0.85 -6.10
C -3.98 -1.49 4.53
O -3.12 -0.42 4.17
C -3.27 0.72 5.01
C -1.98 1.54 5.05
O -0.95 0.95 5.87
C -0.35 -0.25 5.37
C 0.56 -0.03 4.16
O -0.21 0.22 2.98
C 0.43 1.12 2.09
H -5.01 -1.23 4.30
H -3.68 -2.37 3.95
H -3.87 -1.74 5.59
H -3.54 0.42 6.03
H -4.08 1.33 4.59
H -2.21 2.50 5.52
H -1.60 1.76 4.05
H -1.11 -1.02 5.17
H 0.26 -0.63 6.19
H 1.15 -0.93 3.98
H 1.24 0.81 4.37
H 0.69 2.06 2.61
H -0.27 1.36 1.29
H 1.32 0.67 1.67
C 3.39 -0.13 0.05
P 2.94 -1.47 1.36
N 4.52 -1.94 2.07
H 2.62 -0.09 -0.84
H 3.54 0.95 0.52
H 4.43 -0.48 -0.41
H 2.43 -2.60 0.64
H 5.22 -1.74 1.31
H 4.78 -1.30 2.87
```

***

Record 6
# C4H8N2O

2 unconnected molecules or ions with the total composition C4H8N2O (wB97M-V/def2-TZVPD, the Open Molecules 2025 dataset).

## Properties
LUMO energy   0.42 eV
Orbital gap   8.4 eV
Energy above the lowest of the compared OMol25 structures with the same formula, charge and spin   471.9 kJ/mol

XYZ file:
```
15
C4H8N2O wB97M-V/def2-TZVPD
N -1.98 0.20 0.97
C -0.99 -0.63 1.43
O -1.04 -1.17 2.52
C 0.12 -0.89 0.50
N 0.27 -0.22 -0.61
C 1.09 -0.19 -1.82
C -0.01 0.72 -1.49
H -2.64 0.51 1.67
H -1.84 0.81 0.18
H 1.39 1.56 1.18
H 0.88 -1.61 0.77
H 2.12 0.14 -1.70
H 0.96 -1.07 -2.46
H 1.21 2.01 0.62
H -0.95 1.07 -1.90
```

***

Record 7
# C7H10ClN2O2

2 unconnected molecules or ions with the total composition C7H10ClN2O2 (wB97M-V/def2-TZVPD, the Open Molecules 2025 dataset).

## Properties
LUMO energy (alpha / beta)   -5.02 / -5.01 eV
Orbital gap (alpha / beta)   7.4 / 7.4 eV
Energy above the lowest of the compared OMol25 structures with the same formula, charge and spin   292.7 kJ/mol
Net charge   +1

XYZ file:
```
22
C7H10ClN2O2 wB97M-V/def2-TZVPD
C -0.83 0.75 -1.31
C -2.57 0.23 0.00
C 3.03 -0.84 -0.05
C -2.70 -1.10 -0.65
C -1.33 -1.44 -0.84
C -3.33 0.43 1.28
C 3.95 1.21 0.71
N -1.78 1.04 -0.59
N -0.33 -0.71 -1.01
O 2.13 -1.50 -0.46
O 2.86 0.41 0.25
Cl 4.69 -1.48 -0.22
H -0.23 1.24 -2.02
H -3.26 -1.76 -0.06
H -3.10 -1.16 -1.75
H -3.00 1.14 2.15
H -3.34 -0.48 1.89
H -4.27 0.81 1.06
H 4.09 1.02 1.79
H 3.64 2.18 0.64
H 4.92 1.04 0.24
H 0.75 -1.03 -1.03
```

***

Record 8
# C5H10O2

2 unconnected molecules or ions with the total composition C5H10O2 (wB97M-V/def2-TZVPD, the Open Molecules 2025 dataset).

## Properties
LUMO energy   0.78 eV
Orbital gap   9.9 eV
SMILES string   C=CCO.CC=O
Energy above the lowest of the compared OMol25 structures with the same formula, charge and spin   378.0 kJ/mol

XYZ file:
```
17
C5H10O2 wB97M-V/def2-TZVPD
C -1.11 0.92 0.16
C 0.09 1.11 0.75
C 0.64 0.24 1.85
O 1.96 0.58 2.22
H -1.48 1.60 -0.61
H -1.83 0.20 0.54
H 0.77 1.89 0.39
H 0.01 0.34 2.73
H 0.57 -0.81 1.51
H 2.56 0.11 1.62
C -0.99 -0.96 -1.92
C 0.03 -0.47 -0.92
O 0.33 -1.41 -0.19
H -1.35 -0.18 -2.57
H -1.78 -1.52 -1.42
H -0.36 -1.68 -2.47
H 0.70 0.31 -1.34
```

***

Number 1: F_max 0.93 eV/Å, DFT total energy -326.97605 Eh. Number 2: F_max 1.45 eV/Å, DFT total energy -979.08062 Eh. Number 3: F_max 0.71 eV/Å, DFT total energy -950.74936 Eh. Number 4: F_max 1.03 eV/Å, DFT total energy -1566.09941 Eh. Number 5: F_max 2.63 eV/Å, DFT total energy -1363.08636 Eh. Number 6: F_max 0.38 eV/Å, DFT total energy -341.82392 Eh. Number 7: F_max 4.14 eV/Å, DFT total energy -992.51205 Eh. Number 8: F_max 2.77 eV/Å, DFT total energy -346.88145 Eh.